1.
{
  "formula": "C20H29N3O3S",
  "method": "ωB97M-V/def2-TZVPD",
  "charge": 0,
  "smiles": "CC[C@@H](CC(=O)N(C)[C@@H]1CN(C(=O)/C=C/c2cc(C)no2)CC12CC2)SC",
  "e_lumo_ev": -0.05,
  "relative_energy_kcal_mol": 77.4,
  "symbols": ["C", "C", "C", "C", "C", "O", "N", "C", "C", "C", "N", "C", "O", "C", "C", "C", "C", "C", "C", "N", "O", "C", "C", "C", "C", "S", "C", "H", "H", "H", "H", "H", "H", "H", "H", "H", "H", "H", "H", "H", "H", "H", "H", "H", "H", "H", "H", "H", "H", "H", "H", "H", "H", "H", "H", "H"],
  "xyz": [[-2.938, -1.149, -3.618], [-2.068, -1.987, -2.692], [-2.153, -1.548, -1.232], [-1.534, -2.562, -0.242], [-0.178, -3.120, -0.666], [-0.136, -3.949, -1.541], [1.037, -2.584, -0.153], [1.590, -1.488, -0.947], [1.073, -2.394, 1.300], [0.712, -0.994, 1.820], [1.991, -0.291, 1.863], [2.239, 1.004, 1.551], [3.382, 1.438, 1.501], [1.061, 1.868, 1.248], [1.263, 3.097, 0.782], [0.188, 3.995, 0.405], [0.184, 5.264, -0.073], [-1.194, 5.558, -0.264], [-1.812, 6.820, -0.774], [-1.941, 4.544, 0.075], [-1.076, 3.552, 0.504], [3.114, -1.212, 2.013], [2.477, -2.583, 1.869], [2.707, -3.640, 2.914], [3.282, -3.791, 1.532], [-1.525, 0.156, -0.982], [-3.082, 1.055, -0.813], [-2.874, -1.516, -4.642], [-3.987, -1.187, -3.316], [-2.619, -0.106, -3.616], [-2.358, -3.040, -2.749], [-1.028, -1.946, -3.023], [-3.207, -1.483, -0.952], [-1.507, -2.117, 0.751], [-2.207, -3.421, -0.211], [1.532, -1.759, -2.000], [1.073, -0.535, -0.801], [2.643, -1.355, -0.699], [0.404, -3.142, 1.730], [-0.003, -0.490, 1.175], [0.282, -1.075, 2.824], [0.054, 1.497, 1.380], [2.277, 3.455, 0.655], [1.032, 5.896, -0.266], [-1.041, 7.529, -1.069], [-2.445, 6.615, -1.636], [-2.430, 7.281, -0.005], [3.856, -0.998, 1.241], [3.607, -1.077, 2.980], [3.384, -3.402, 3.725], [1.874, -4.274, 3.191], [2.830, -4.508, 0.860], [4.350, -3.665, 1.412], [-2.829, 2.099, -0.639], [-3.676, 0.978, -1.721], [-3.651, 0.685, 0.038]],
  "forces_ev_per_angstrom": [[0.0, 0.0, 0.0], [0.0, 0.0, 0.0], [0.0, 0.0, 0.0], [0.0, -0.3, 0.3], [0.1, 0.4, -0.6], [0.0, 0.0, 0.0], [-0.4, 0.2, 0.5], [0.2, -0.3, -0.2], [0.0, 0.0, 0.0], [0.0, 0.0, 0.0], [0.0, 0.0, 0.0], [0.0, 0.0, 0.0], [0.0, 0.0, 0.0], [0.0, 0.0, 0.0], [0.0, 0.0, 0.0], [0.0, 0.0, 0.0], [0.0, 0.0, 0.0], [0.0, 0.0, 0.0], [0.0, 0.0, 0.0], [0.0, 0.0, 0.0], [0.0, 0.0, 0.0], [0.0, 0.0, 0.0], [0.0, 0.0, 0.0], [0.0, 0.0, 0.0], [0.0, 0.0, 0.0], [0.0, 0.0, 0.0], [0.0, 0.0, 0.0], [0.0, 0.0, 0.0], [0.0, 0.0, 0.0], [0.0, 0.0, 0.0], [0.0, 0.0, 0.0], [0.0, 0.0, 0.0], [0.0, 0.0, 0.0], [0.0, 0.0, 0.0], [0.0, 0.0, 0.0], [0.0, 0.0, 0.0], [0.0, 0.0, 0.0], [0.0, 0.0, 0.0], [0.0, 0.0, 0.0], [0.0, 0.0, 0.0], [0.0, 0.0, 0.0], [0.0, 0.0, 0.0], [0.0, 0.0, 0.0], [0.0, 0.0, 0.0], [0.0, 0.0, 0.0], [0.0, 0.0, 0.0], [0.0, 0.0, 0.0], [0.0, 0.0, 0.0], [0.0, 0.0, 0.0], [0.0, 0.0, 0.0], [0.0, 0.0, 0.0], [0.0, 0.0, 0.0], [0.0, 0.0, 0.0], [0.0, 0.0, 0.0], [0.0, 0.0, 0.0], [0.0, 0.0, 0.0]]
}

---

2.
{
  "formula": "H4P2S5",
  "method": "ωB97M-V/def2-TZVPD",
  "charge": 0,
  "e_lumo_ev": -2.00,
  "relative_energy_kcal_mol": 21.9,
  "symbols": ["P", "P", "S", "S", "S", "S", "S", "H", "H", "H", "H"],
  "xyz": [[0.654, 1.691, -0.336], [0.937, -0.954, -0.339], [2.099, 1.897, 0.926], [1.328, -2.002, -1.842], [-1.077, 2.521, -0.019], [-2.639, -1.277, -0.049], [1.695, -1.704, 1.526], [0.670, 1.270, -1.760], [-2.096, -0.347, 0.640], [-2.961, -0.359, -1.033], [1.390, -0.737, 2.287]],
  "forces_ev_per_angstrom": [[-1.4, 0.6, -0.3], [-0.1, 0.2, 1.6], [0.1, -0.2, -0.9], [0.2, -0.4, -0.2], [0.7, -0.7, -0.3], [-0.9, -0.6, -1.8], [0.5, -2.3, -2.3], [0.7, 0.6, 1.3], [0.8, 1.4, 1.2], [0.2, -0.8, 0.7], [-0.7, 2.1, 1.1]]
}

---

3.
{
  "formula": "C3H3F5N2O4S",
  "method": "ωB97M-V/def2-TZVPD",
  "charge": 0,
  "smiles": "NNC(=O)OS(=O)(=O)C(F)(F)C(F)(F)F",
  "e_lumo_ev": 0.34,
  "symbols": ["N", "N", "C", "O", "O", "S", "O", "O", "C", "F", "F", "C", "F", "F", "F", "H", "H", "H"],
  "xyz": [[1.877, -1.474, -0.229], [2.175, -0.505, 0.766], [1.489, 0.729, 0.497], [1.493, 1.567, 1.300], [0.904, 0.825, -0.782], [-0.549, 1.563, -0.831], [-0.568, 2.853, -0.251], [-0.887, 1.666, -2.204], [-1.910, 0.525, -0.067], [-2.428, 1.189, 0.942], [-2.866, 0.418, -0.970], [-1.534, -0.927, 0.326], [-2.674, -1.563, 0.595], [-0.986, -1.564, -0.674], [-0.817, -0.994, 1.425], [2.675, -1.710, -0.802], [1.434, -2.290, 0.170], [3.172, -0.308, 0.789]],
  "forces_ev_per_angstrom": [[0.1, -0.3, -0.1], [-0.8, 0.3, -2.0], [1.6, -2.2, -0.1], [-0.4, 2.2, 1.2], [-1.5, -0.2, 1.1], [0.0, 2.8, -2.7], [0.5, -0.3, 2.2], [0.2, -1.9, -0.8], [0.3, -0.8, 0.1], [0.3, 0.3, 1.0], [-0.1, 0.0, -0.9], [-1.7, -0.1, 0.4], [-0.6, -0.1, 0.2], [0.9, -0.1, -0.6], [1.1, 0.3, 0.3], [-0.1, -0.1, 0.1], [0.4, 0.0, 0.2], [-0.1, 0.0, 0.6]]
}

---

4.
{
  "formula": "C3H4Si",
  "method": "ωB97M-V/def2-TZVPD",
  "charge": 0,
  "e_lumo_ev": -0.27,
  "relative_energy_kcal_mol": 0.0,
  "symbols": ["C", "C", "C", "Si", "H", "H", "H", "H"],
  "xyz": [[-0.896, -0.791, 0.089], [-0.977, 0.789, 0.016], [0.122, 0.082, 0.769], [-2.678, -0.011, 0.085], [-0.524, -1.442, -0.701], [-0.723, 1.364, -0.869], [1.047, 0.182, 0.187], [0.415, 0.014, 1.860]],
  "forces_ev_per_angstrom": [[-0.9, 0.0, 0.0], [-0.7, 0.1, 0.3], [0.4, -0.1, -0.1], [2.5, -0.4, 0.6], [-0.2, 0.1, 0.0], [0.3, 0.2, 0.1], [0.0, -0.3, 0.2], [-1.3, 0.5, -1.1]]
}

---

5.
{
  "formula": "C18H37N3O5S",
  "method": "ωB97M-V/def2-TZVPD",
  "charge": 0,
  "e_lumo_ev": 0.28,
  "relative_energy_kcal_mol": 0.0,
  "symbols": ["C", "O", "H", "H", "H", "H", "C", "O", "H", "H", "H", "H", "C", "O", "H", "H", "H", "H", "C", "O", "H", "H", "H", "H", "N", "C", "C", "C", "C", "H", "H", "H", "H", "H", "N", "C", "C", "C", "C", "H", "H", "H", "H", "H", "N", "C", "C", "C", "C", "H", "H", "H", "H", "H", "C", "S", "O", "C", "H", "H", "H", "H", "H", "H"],
  "xyz": [[-0.217, 0.895, -0.096], [-1.509, 1.400, -0.464], [-0.077, 1.046, 0.974], [-0.271, -0.166, -0.330], [0.598, 1.312, -0.683], [-1.476, 2.321, -0.733], [0.437, 3.216, 3.427], [1.319, 2.770, 2.400], [-0.547, 3.296, 2.978], [0.451, 2.534, 4.277], [0.742, 4.200, 3.805], [2.162, 2.518, 2.788], [-3.295, -1.767, 0.205], [-2.641, -0.885, 1.105], [-4.052, -2.309, 0.765], [-3.708, -1.226, -0.650], [-2.592, -2.500, -0.206], [-2.290, -0.122, 0.632], [3.287, 3.646, -0.643], [1.947, 3.230, -0.389], [4.007, 3.003, -0.132], [3.451, 3.612, -1.717], [3.463, 4.674, -0.312], [1.807, 3.245, 0.568], [-0.966, -1.717, 3.638], [-1.071, -0.375, 3.812], [-0.848, -0.107, 5.138], [-0.615, -1.351, 5.777], [-0.672, -2.319, 4.817], [-1.125, -2.175, 2.754], [-1.291, 0.312, 3.014], [-0.848, 0.878, 5.576], [-0.297, -1.501, 6.797], [-0.566, -3.389, 4.843], [0.655, 3.334, -3.098], [-0.408, 3.713, -3.870], [-0.192, 3.229, -5.139], [1.077, 2.593, -5.139], [1.576, 2.671, -3.869], [0.829, 3.589, -2.137], [-1.275, 4.137, -3.393], [-0.873, 3.363, -5.962], [1.544, 2.103, -5.977], [2.497, 2.308, -3.449], [0.656, -4.830, 2.305], [1.185, -3.600, 2.024], [0.670, -3.187, 0.831], [-0.219, -4.204, 0.377], [-0.207, -5.198, 1.306], [0.818, -5.299, 3.178], [1.884, -3.121, 2.688], [0.926, -2.258, 0.350], [-0.776, -4.166, -0.546], [-0.698, -6.156, 1.321], [-0.860, -0.359, -3.555], [-0.616, -1.859, -2.586], [-1.751, -2.780, -2.807], [0.747, -2.429, -3.640], [-0.864, -0.639, -4.612], [-0.059, 0.352, -3.358], [-1.840, 0.059, -3.337], [1.193, -3.346, -3.273], [1.422, -1.586, -3.769], [0.262, -2.631, -4.599]],
  "forces_ev_per_angstrom": [[-0.4, -0.2, -0.2], [-0.1, -0.1, -0.2], [0.4, 0.0, 0.0], [0.2, -0.1, 0.3], [0.0, 0.3, 0.1], [0.2, 0.0, 0.1], [0.4, 0.3, 0.3], [0.2, 0.0, -0.2], [-0.1, -0.1, 0.1], [-0.3, -0.2, -0.1], [-0.1, 0.0, -0.2], [-0.1, 0.0, 0.1], [0.6, 0.0, -0.3], [0.1, 0.0, 0.4], [-0.2, 0.1, -0.1], [-0.3, -0.1, 0.1], [0.0, 0.0, 0.0], [-0.2, 0.0, -0.2], [-0.1, 0.2, 0.2], [0.4, 0.2, -0.2], [0.0, -0.1, -0.1], [0.1, -0.1, 0.0], [-0.1, 0.0, 0.0], [-0.3, -0.1, 0.1], [-0.2, 0.2, -0.7], [0.0, 0.3, 0.2], [0.0, 0.1, -0.1], [0.6, 0.2, 0.6], [-0.2, -0.4, -0.2], [0.0, 0.0, 0.0], [-0.1, -0.2, -0.1], [0.0, -0.1, 0.1], [-0.2, 0.0, 0.1], [0.1, 0.0, 0.2], [0.4, 0.1, 0.0], [0.0, -0.7, 0.2], [-0.2, 0.4, 0.1], [-0.2, -0.2, -0.3], [-0.2, 0.1, 0.2], [-0.1, -0.1, 0.1], [0.0, 0.3, -0.2], [0.1, -0.1, -0.1], [0.1, 0.0, 0.0], [0.0, 0.0, 0.0], [0.2, 0.2, 0.3], [0.1, -0.1, 0.1], [0.1, 0.1, -0.1], [0.1, 0.5, -0.4], [0.0, -0.3, 0.2], [-0.1, -0.2, -0.2], [0.0, 0.0, 0.1], [-0.1, 0.0, -0.1], [-0.1, -0.2, 0.0], [-0.1, 0.0, 0.0], [-0.4, -0.2, -0.5], [0.7, 0.2, 0.2], [-0.3, -0.2, -0.2], [-0.7, 0.2, -0.4], [0.1, 0.1, 0.0], [-0.1, 0.1, 0.1], [0.1, 0.1, 0.3], [0.2, 0.1, 0.3], [0.3, -0.2, 0.2], [0.1, -0.1, 0.0]]
}

---

6.
{
  "formula": "C16H12BrHgN3O7",
  "method": "ωB97M-V/def2-TZVPD",
  "charge": -2,
  "e_lumo_ev": 3.44,
  "symbols": ["C", "C", "C", "H", "C", "C", "H", "H", "H", "H", "Hg", "Br", "C", "C", "C", "H", "C", "C", "H", "H", "H", "H", "O", "N", "O", "C", "C", "C", "C", "O", "C", "C", "N", "O", "O", "N", "O", "O", "H", "H"],
  "xyz": [[0.494, -2.167, -1.524], [1.093, -1.049, -2.132], [2.137, -0.556, -1.238], [0.817, -0.583, -3.086], [2.154, -1.447, -0.093], [1.145, -2.412, -0.267], [0.901, -3.220, 0.427], [-0.350, -2.741, -1.918], [2.933, 0.167, -1.493], [2.834, -1.337, 0.748], [0.802, 1.270, -0.689], [-0.641, 2.828, -2.022], [-2.136, 0.868, 1.383], [-1.959, -0.478, 1.842], [-2.314, -1.357, 0.771], [-1.536, -0.755, 2.800], [-2.724, -0.559, -0.351], [-2.630, 0.817, 0.035], [-2.793, 1.674, -0.607], [-1.895, 1.765, 1.937], [-2.227, -2.440, 0.777], [-2.978, -0.917, -1.345], [4.598, 7.093, 2.115], [3.749, 6.532, 2.823], [3.402, 7.002, 3.923], [3.169, 5.313, 2.356], [3.686, 4.706, 1.199], [3.153, 3.500, 0.782], [2.289, 2.715, 1.632], [2.169, 1.473, 1.469], [1.655, 3.460, 2.706], [2.121, 4.709, 3.075], [0.506, 2.850, 3.366], [-0.214, 3.590, 4.071], [0.260, 1.640, 3.209], [3.649, 2.884, -0.451], [4.843, 2.974, -0.729], [2.810, 2.456, -1.315], [4.502, 5.165, 0.652], [1.691, 5.188, 3.944]],
  "forces_ev_per_angstrom": [[0.6, 0.6, -0.3], [-0.5, -0.8, 0.2], [-0.4, 0.6, 0.6], [0.1, -0.3, 0.4], [-0.7, -0.5, -0.3], [0.9, 0.7, -0.4], [0.0, 0.4, -0.2], [0.3, 0.4, 0.2], [-0.3, -0.9, -0.1], [-0.2, -0.1, -0.1], [-1.2, -1.5, 0.0], [0.1, 0.5, -0.1], [-0.1, -1.0, -0.8], [-0.2, 0.3, -1.2], [-0.1, 1.1, 0.0], [-0.1, -0.1, 0.0], [0.3, 0.5, 1.1], [0.5, -0.9, 0.5], [-0.1, -0.1, 0.1], [-0.2, 0.0, 0.1], [0.0, 0.1, 0.0], [0.0, 0.0, 0.2], [-0.6, -0.5, 0.4], [0.4, 1.2, 0.6], [0.2, -0.7, -1.2], [-0.1, -0.6, 0.0], [-0.3, -0.5, -0.3], [0.5, 0.5, 0.5], [-0.3, -1.8, -0.1], [0.2, 1.5, -0.4], [0.4, 0.4, -0.4], [-0.3, -0.6, 0.0], [-1.5, -1.4, 1.0], [1.1, -0.5, -0.8], [0.8, 2.6, 0.3], [-0.4, 0.3, -2.6], [-1.1, -0.2, 0.7], [2.4, 1.3, 2.4], [-0.2, 0.0, 0.0], [0.0, 0.1, -0.1]]
}

---

| no. | frontier orbital gap (eV) | E_HOMO (eV) |
| --- | --- | --- |
| 1 | 8.7 | -8.732 |
| 2 | 7.2 | -9.215 |
| 3 | 10.7 | -10.354 |
| 4 | 8.7 | -8.931 |
| 5 | 8.2 | -7.918 |
| 6 | 3.8 | -0.322 |